(1)
The following is a quantum chemistry calculation of C8H24FGaO6P as an isolated structure at a distorted geometry, from the OMol25 dataset.

Summary:
DFT total energy, Eh: -3136.687500
HOMO-LUMO gap, hartree: 0.2117
Net charge: -1
Lowest unoccupied orbital energy, eV: 2.4

Cartesian coordinates (Å):
H -2.3925 5.4418 -0.6292
C -3.7298 1.5062 1.7046
Ga -4.3931 -1.4234 1.6639
C 2.4471 -1.6716 0.9557
H -0.6087 6.5601 0.7276
H 1.7672 -0.2740 3.0359
O 1.0743 -0.9020 2.8220
C 5.6840 -3.2343 -3.3644
C -3.4163 0.2589 2.3996
O -2.9588 2.3883 1.3942
H 2.4628 -1.8436 -0.1152
H -0.8868 5.5401 -1.5549
H 0.3067 -1.8092 1.1703
H -1.0684 5.0103 1.4564
H 5.9026 -4.1734 -2.8561
H -3.7790 0.3736 3.4153
C -0.6075 5.4767 0.5840
H -4.5132 -2.4962 2.8497
P -3.3821 -2.4172 -0.2250
H 0.8934 -0.1696 0.8955
O 4.3535 -2.4539 -1.4728
H -1.7691 3.2845 -0.1248
H 0.4254 5.1303 0.5327
C -1.3556 5.0875 -0.6801
H -4.9592 -1.7023 -1.4944
H 3.2582 -0.9790 1.2066
H 2.6551 -2.6143 1.4638
H 5.0511 -1.8270 -1.2668
C 1.1079 -1.1141 1.4057
H 5.6661 -3.4136 -4.4406
O -1.3431 3.6875 -0.8916
H -5.8667 -0.9810 1.1949
H 3.5503 -3.3674 -3.0860
H -1.5023 -2.0562 -1.1785
H 4.1361 -1.7290 -3.3959
C 4.3599 -2.6696 -2.8809
F -5.0294 1.6847 1.3891
O -4.0132 -1.5557 -1.5521
O -1.7888 -1.8929 -0.2819
H 6.5013 -2.5431 -3.1447
H -2.3441 0.1639 2.4272

Forces on atoms 1 to 6 (eV/Å):
0.0 0.1 0.0
1.4 0.6 -0.1
-0.1 0.4 0.4
-0.1 0.1 0.3
0.0 0.0 0.0
0.1 0.1 0.0

=====

(2)
The following is a quantum chemistry calculation of C29H23N2O4S4Tl as an isolated structure, from the OMol25 dataset.

Summary:
DFT total energy, Eh: -3294.742567
HOMO-LUMO gap, hartree: 0.2226
Net charge: -2
Lowest unoccupied orbital energy, eV: 4.1
Relative energy (zero: lowest compared OMol25 entry of this formula, charge and spin), kcal/mol: 10.03

Cartesian coordinates (Å):
C 0.4560 1.7154 -3.1255
C -1.6590 1.3046 5.1710
C 4.1266 -2.0370 -1.9559
C 2.8336 3.1416 -2.7742
C -2.0792 0.1230 3.0531
H 3.7551 3.6954 -2.6287
H 0.5494 -2.6854 3.8913
C -5.5270 3.0054 0.3062
C 2.5943 2.0038 -2.0178
H 0.2462 0.9114 6.1462
C -3.1109 4.2050 0.7800
H 2.0774 4.4726 -4.2951
H -4.2205 5.9402 1.3741
C -5.5019 4.3097 0.7715
H -0.0363 3.1577 -4.5899
H 4.1353 -0.9655 -2.1364
C -0.0133 -0.2167 4.3400
H 6.2056 -2.3241 -2.4458
H 0.9593 -0.6897 4.4361
C 0.5624 -2.6632 2.8050
O -1.0732 0.0104 -2.4723
C -0.3016 -1.5360 2.2730
C 2.9412 -2.6391 -1.5566
C -0.8011 -0.5182 3.2153
C -4.3591 2.2650 0.0465
H 0.2473 -0.0710 -1.6847
S -2.2777 -2.6614 -1.1538
H 6.1280 -4.7738 -2.0495
Tl -2.2681 -0.2194 -0.2404
H 1.7004 -5.7581 -0.9403
S -4.6163 0.6398 -0.5979
H 1.4180 -4.4081 0.1849
H -6.4313 4.8399 0.9524
H 3.3017 1.6606 -1.2683
H 2.0538 -2.0314 -1.4247
C 1.8944 3.5785 -3.7091
C 1.6203 -4.6742 -0.8536
C 5.2809 -2.7972 -2.1328
H 1.5933 -2.5610 2.4481
O -2.8643 -0.0626 2.0667
H -3.4269 1.5184 3.9673
C -4.2739 4.9192 1.0105
N -0.5699 -1.5033 1.0162
O -1.5335 1.2292 -4.3084
C 5.2381 -4.1683 -1.9079
H 4.0129 -5.8428 -1.3428
C 2.8902 -4.0127 -1.3273
S 0.1224 -4.2117 -1.7575
C -0.8398 0.9496 -3.3348
H -6.4796 2.5183 0.1252
C -0.6488 -2.9986 -0.6898
H -2.1470 4.6690 0.9744
S -1.5155 2.1653 0.0613
C 4.0464 -4.7687 -1.5097
N 0.0539 -2.4954 0.2636
C -0.4016 0.6862 5.3075
H -1.9883 2.0202 5.9180
H 0.1888 -3.6130 2.4240
O 1.1847 0.1955 -1.4344
C 0.7183 2.8547 -3.8728
C -3.1100 2.8815 0.2993
C 1.4055 1.2906 -2.1871
C -2.4657 1.0298 4.0968

Forces on atoms 1 to 6 (eV/Å):
0.0 0.1 0.0
0.1 -0.1 -0.1
0.0 0.0 0.0
-0.1 -0.1 -0.1
0.2 0.1 -0.1
0.0 0.0 0.0

=====

(3)
The following is a quantum chemistry calculation of C37H41Br2CsN8O4 as an isolated structure at a distorted geometry, from the OMol25 dataset.

Summary:
DFT total energy, Eh: -7341.492828
HOMO-LUMO gap, hartree: 0.1638
Net charge: -2
Lowest unoccupied orbital energy, eV: 3.6
Relative energy (zero: lowest compared OMol25 entry of this formula, charge and spin), kcal/mol: 42.73

Cartesian coordinates (Å):
C 6.0806 -0.5137 -4.4837
H -4.7776 2.1877 -1.5591
C 1.1976 5.7362 0.2608
H 1.6180 6.6412 0.6838
Br 1.8769 -0.2197 -2.2325
H 1.4358 -3.4340 1.8066
H 5.6157 -1.0208 -1.9899
O 1.0741 -0.7682 4.5457
N 2.7771 -1.8332 1.6276
C 3.3815 -4.1224 5.2840
C 4.7227 -0.6015 -2.4489
H -4.5083 1.1836 -3.7492
N 0.1118 3.4394 -0.8284
H -4.2539 -0.5651 -3.8604
H -0.8426 6.4404 0.3123
H 4.0476 4.1792 -0.6191
H -4.5774 1.1809 -0.1084
C 5.5514 0.8632 -6.3816
H 5.7824 1.2238 -7.3760
H -4.2045 -1.0284 -0.2612
C -3.8261 -3.1075 -2.7895
C 6.3797 -0.0575 -5.7535
H 3.7737 2.0459 -6.1722
C -4.7518 0.2209 -3.2927
C 2.8927 -3.8600 4.0097
H -3.4409 0.3988 7.6181
C -2.0309 -1.9468 -1.6067
C 1.4211 3.5462 -0.6165
H -1.0698 1.1475 -5.2300
C 3.5108 4.7102 0.1672
C 1.6321 -2.4848 2.3256
H 3.4243 -3.4222 7.3159
O -3.3248 0.2895 1.9091
H 3.9871 -4.9999 5.4777
H -5.6416 -2.2701 5.1042
H 2.0321 -1.4291 6.8638
C -4.6288 -0.9870 6.4909
C 3.6283 -0.7037 -1.6671
C -3.1258 0.6282 5.5189
H -2.3954 1.4159 5.6134
H 4.6912 -1.4196 0.0764
H -4.8909 -3.2209 -3.0037
C 2.0270 4.6705 -0.0730
N -1.4983 1.5373 -4.4030
H 3.7546 4.2265 1.1156
H -5.0857 -1.4323 7.3670
C -4.3682 -0.8753 4.1008
C -4.9447 -1.4493 5.2226
C 2.1068 -2.7528 3.7381
N -0.5937 2.5212 -3.8785
H 7.2661 -0.4216 -6.2597
H -1.0830 2.9804 -3.1224
N 2.6441 -1.4377 0.3856
H 3.2530 1.2510 -3.9355
N -2.1371 1.7625 3.2260
H -3.2578 -4.7330 -4.0830
H -5.4253 -1.5336 -1.4554
H -0.0712 -2.7440 -2.0293
C 4.1247 0.8600 -4.4357
H -4.5941 -1.2191 3.1024
H -6.0615 1.0436 -1.0948
H 3.6984 -2.1288 1.9398
C 3.0586 -3.2353 6.3105
C 1.7704 -1.8206 4.7723
C 3.6906 -1.2235 -0.3264
C -3.4676 0.1758 4.2423
Cs -1.1315 0.1678 0.8245
H 3.8737 5.7373 0.2074
C -0.1689 5.6363 0.0563
C -2.9136 -3.9617 -3.3994
C -3.3896 -2.1055 -1.9190
H 0.5056 -1.1635 3.0940
Br -2.5032 4.2608 -0.8119
H -0.8377 -4.4718 -3.6082
C -1.1397 -2.8197 -2.2375
H 2.0123 2.6796 -0.9003
O -1.6928 2.3031 2.1784
C -1.5610 -3.8125 -3.1284
C 4.9379 -0.0826 -3.7893
H -5.8481 0.0638 -3.3673
H 3.1247 -4.5472 3.1977
H -1.6413 0.7761 -3.7428
H 0.2191 2.0819 -3.4568
N -4.2892 0.1970 -1.9250
C -0.6462 4.4565 -0.4895
C 2.2795 -2.1242 6.0689
C -4.3955 -1.1378 -1.3302
C -3.7110 0.0475 6.6293
O 0.4921 -1.7102 2.2245
N -2.9367 0.7605 3.0580
H 6.7356 -1.2345 -4.0065
C 4.4274 1.3187 -5.7058
C -4.9636 1.1996 -1.1286

Forces on atoms 1 to 6 (eV/Å):
-0.1 -0.1 0.2
0.0 0.0 0.0
-0.1 -0.1 -0.1
0.0 0.0 0.0
0.1 -0.1 0.0
0.0 0.1 0.0

=====

(4)
The following is a quantum chemistry calculation of C8H10F5NOTeZr as an isolated structure at a distorted geometry, from the OMol25 dataset.

Summary:
DFT total energy, Eh: -1255.217961
HOMO-LUMO gap (spin up / spin down), hartree: 0.1209 / 0.1254
Lowest unoccupied orbital energy (spin up / spin down), eV: -3.6 / -3.5

Cartesian coordinates (Å):
C 1.2107 0.1844 -2.0845
F -1.6896 2.9408 3.3653
F 1.5584 1.3718 1.7726
H 0.2086 -4.3274 -0.7010
C 1.0951 -1.9146 0.2745
Zr 0.0772 0.2097 0.2112
C -0.2959 1.8421 -1.4699
H -1.6516 -3.9097 -0.5999
H -0.7092 2.7788 -1.0870
F -0.0653 3.5549 1.2595
C -0.2805 -2.4439 0.0822
H 1.8823 -2.3155 -0.3788
C -0.1103 -0.2894 -2.3643
Te -0.0805 2.2671 2.6886
C 1.1053 1.4987 -1.5191
H 2.1434 -0.3617 -2.2628
C -0.6056 -3.6715 -0.4488
O -1.0534 1.1306 1.4848
H -2.1327 0.6827 -2.0935
N -1.2582 -1.5226 0.3844
F -0.0341 0.8543 3.9741
C -1.0433 0.7247 -1.9732
H -0.3676 -1.2613 -2.8025
H 1.9343 2.1344 -1.1914
F 1.0227 3.3722 3.7417
H -2.2759 -1.7554 0.4011
H 1.4158 -1.7740 1.3369

Forces on atoms 1 to 6 (eV/Å):
-0.5 0.2 0.0
1.3 0.0 0.0
-1.6 0.8 0.7
-0.1 -0.5 0.0
0.3 1.6 0.5
0.2 -5.0 -2.6

=====

(5)
The following is a quantum chemistry calculation of the molecule C18H21N3O3S, from the OMol25 dataset.

Summary:
DFT total energy, Eh: -1486.686172
HOMO-LUMO gap, hartree: 0.2971
SMILES: O=C(CNS(=O)(=O)c1ccccc1)N1CCN(c2ccccc2)CC1
Lowest unoccupied orbital energy, eV: 0.4
Relative energy (zero: lowest compared OMol25 entry of this formula, charge and spin), kcal/mol: 58.91

Cartesian coordinates (Å):
C -2.4427 5.3898 2.9233
O 0.0292 -0.0549 -1.1226
H -2.0660 2.1938 3.9332
H -1.1555 0.4909 0.8808
H -1.5150 -3.1922 -3.2649
C 1.9288 0.8915 1.7001
C 0.8800 -2.5486 0.4638
C 2.2746 -2.7362 -3.8092
H 3.3348 -2.6002 -3.9565
H 2.2119 1.0531 2.7455
H 2.0860 -4.1993 -5.3583
H -3.3595 4.1954 4.4451
N -0.2124 1.9387 2.0805
C 0.0649 -0.4632 2.3667
C 0.2616 -2.2001 -2.6568
H 1.4632 2.9593 1.3770
C -2.6395 4.2205 3.6395
H 0.7293 1.8353 0.1860
H 2.1418 -1.3045 -2.2001
C 0.2078 -3.8144 -4.4107
H 0.8237 -3.0862 1.4151
C 0.9697 1.9961 1.2464
C 1.6179 -2.0066 -2.8298
N -0.4604 -2.2511 0.0057
C -0.9717 3.0811 2.3083
H -1.3506 6.3028 1.3273
S -0.6114 -1.3084 -1.3783
C -1.9140 3.0853 3.3429
H 2.8197 0.8763 1.0723
H -0.3369 -4.5120 -5.0286
N 1.2826 -0.4010 1.5926
C -0.4537 -3.0929 -3.4311
H -1.0552 -3.0622 -0.0787
C -0.8810 0.6617 1.9324
H -1.7855 0.6366 2.5382
C -1.5107 5.4012 1.9013
O -2.0161 -1.3116 -1.6624
C -0.7861 4.2653 1.5914
H -0.4317 -1.4213 2.2388
H 1.4374 -3.1682 -0.2538
O 2.7027 -1.0889 -0.0108
H 0.3334 -0.3247 3.4215
C 1.6873 -1.2569 0.6430
H -3.0088 6.2781 3.1593
C 1.5709 -3.6354 -4.5948
H -0.0881 4.2999 0.7699

Forces on atoms 1 to 6 (eV/Å):
0.0 0.2 0.0
0.4 -0.3 -0.2
0.0 -0.1 0.1
-0.1 0.1 0.2
-0.1 -0.1 -0.1
0.2 0.3 -0.3

=====

The lowest DFT total energy belongs to which entry?
C37H41Br2CsN8O4